DFT (the ωB97M-V functional and the def2-TZVPD basis) results for a structure of composition C36H84ClN12O12Pt.

HOMO level (spin up / spin down): -9.9 / -10.1 eV
Multiplicity: 3
Total energy: -96913.2138 eV
Charge: +1

The geometry in XYZ format:
```
146
C36H84ClN12O12Pt | the Open Molecules 2025 dataset | the ωB97M-V functional and the def2-TZVPD basis
Pt -8.0272 8.6166 -0.5085
Cl -7.8670 7.4650 -2.7322
C -4.2438 7.4895 0.0226
C -5.3431 7.2147 0.9839
O -6.4564 7.6711 0.7123
N -5.1559 6.5110 2.0913
C -3.9706 5.7460 2.4289
H -4.7788 7.7106 -0.9010
H -3.5432 6.6640 -0.1027
H -3.6723 8.3467 0.3785
H -5.8939 6.4523 2.7784
H -4.1124 4.7267 2.0696
H -3.8311 5.6902 3.5084
H -2.9949 6.0232 2.0296
C -5.8329 11.7928 -2.3566
C -5.8967 11.1730 -0.9736
O -6.4773 10.1348 -0.8056
N -5.4396 11.9349 0.0317
C -5.4753 11.4918 1.4500
H -6.5864 11.2992 -2.9702
H -4.8392 11.6532 -2.7825
H -5.9882 12.8622 -2.2137
H -4.8253 12.7210 -0.1258
H -5.1471 10.4571 1.5491
H -6.5219 11.5086 1.7542
H -4.9668 12.2111 2.0919
C -12.1730 8.6931 -8.5827
C -11.8702 9.3654 -7.2697
O -12.7374 9.8701 -6.6091
N -10.6104 9.3785 -6.9198
C -10.0587 9.9989 -5.7057
H -11.2656 8.6026 -9.1799
H -12.7565 9.4261 -9.1397
H -12.7385 7.7622 -8.5418
H -9.9444 8.9021 -7.5111
H -9.2456 9.4171 -5.2716
H -10.8530 10.1644 -4.9778
H -9.5251 10.8835 -6.0533
C -11.4750 0.7728 -2.9847
C -10.8077 2.0035 -2.4813
O -11.5063 2.7881 -1.7823
N -9.5292 2.1086 -2.8159
C -8.6862 3.2394 -2.5360
H -12.3094 0.4229 -2.3769
H -10.8094 -0.0900 -2.9595
H -11.8695 0.9241 -3.9894
H -9.2327 1.4412 -3.5136
H -7.8908 2.9830 -1.8363
H -9.2620 4.0208 -2.0401
H -8.2527 3.6506 -3.4477
C -9.7679 11.9067 -2.5002
C -10.3234 10.7755 -1.6343
O -9.5685 9.8913 -1.1631
N -11.6388 10.6801 -1.4276
C -12.2890 9.6209 -0.6542
H -9.0944 12.4344 -1.8248
H -10.4453 12.6511 -2.9186
H -9.0715 11.5744 -3.2701
H -12.2176 11.2240 -2.0516
H -13.2869 10.0405 -0.5267
H -11.7654 9.3804 0.2711
H -12.3510 8.7284 -1.2770
C -8.5738 5.3818 1.8667
C -9.5551 6.0547 0.9217
O -9.2504 7.1011 0.3600
N -10.7096 5.4394 0.7133
C -11.6462 5.8940 -0.2773
H -8.8856 5.6116 2.8855
H -7.5496 5.7206 1.7109
H -8.6947 4.3174 1.6652
H -10.9663 4.5549 1.1279
H -12.0753 6.8502 0.0222
H -12.5315 5.2739 -0.4182
H -11.2130 5.9298 -1.2769
C -4.2632 4.4373 -6.5810
C -5.5596 5.0836 -6.1417
O -6.4270 5.3898 -6.9822
N -5.8189 5.2812 -4.8398
C -4.8392 5.1807 -3.7872
H -3.5762 4.4200 -5.7350
H -3.7363 4.8424 -7.4449
H -4.6574 3.4473 -6.8103
H -6.6921 5.7055 -4.5615
H -4.5334 4.1602 -3.5565
H -5.2622 5.5659 -2.8594
H -4.0092 5.8377 -4.0470
C -8.8766 8.8786 3.6917
C -8.9528 9.8763 2.5445
O -8.4241 9.6612 1.4591
N -9.5826 10.9815 2.8863
C -9.9541 12.0112 1.8951
H -7.8411 8.5669 3.8286
H -9.4600 8.0198 3.3597
H -9.1908 9.2984 4.6473
H -9.9540 11.1091 3.8168
H -10.4939 11.6995 1.0009
H -9.0628 12.5380 1.5544
H -10.5083 12.7505 2.4734
C -12.1241 7.6338 -4.0924
C -13.0082 6.4328 -3.7557
O -13.6554 6.4041 -2.7664
N -12.8675 5.4259 -4.6627
C -13.4745 4.0967 -4.6134
H -11.3117 7.6680 -3.3665
H -12.6996 8.5595 -4.0932
H -11.8028 7.5470 -5.1303
H -12.4362 5.6928 -5.5362
H -13.8462 3.8661 -5.6118
H -14.2471 4.0805 -3.8447
H -12.6528 3.4196 -4.3797
C -9.3752 5.8863 -5.7934
C -10.0910 5.8596 -7.1233
O -11.3186 5.7283 -7.0497
N -9.4050 5.9014 -8.2516
C -9.9594 5.7412 -9.6177
H -8.8253 6.8163 -5.6494
H -8.7095 5.0325 -5.6664
H -10.1116 5.7503 -5.0014
H -8.4021 6.0202 -8.2394
H -11.0396 5.7789 -9.7589
H -9.5393 4.8207 -10.0230
H -9.5438 6.5715 -10.1887
C -6.1317 2.7927 0.9580
C -5.2215 3.4402 -0.0613
O -5.6950 4.2487 -0.8050
N -3.9218 3.1546 -0.0027
C -2.9434 3.7991 -0.7800
H -6.5452 3.4945 1.6823
H -5.5858 2.1708 1.6676
H -6.9135 2.2751 0.4022
H -3.6033 2.5222 0.7176
H -1.9588 3.8012 -0.3125
H -3.2407 4.8295 -0.9749
H -2.6677 3.3267 -1.7229
C -4.0580 8.9595 -3.3818
C -3.8583 9.8062 -4.6954
O -2.7874 10.3844 -4.8713
N -4.8785 9.9840 -5.5304
C -6.1732 9.3067 -5.5323
H -3.5579 9.4445 -2.5435
H -3.5909 7.9747 -3.3909
H -5.1332 8.8986 -3.2132
H -4.7595 10.5799 -6.3371
H -6.7073 9.6803 -6.4060
H -6.6441 9.6395 -4.6073
H -6.1191 8.2242 -5.4170
```